No. 1
Formula: C4H10N4
Source: the Open Molecules 2025 dataset
Level of theory: ωB97M-V with the def2-TZVPD basis set

```
18
Properties=species:S:1:pos:R:3:forces:R:3
H 0.2023 -1.7721 -2.2561 -3.65 3.43 0.35
N -0.3639 -0.7757 -1.7466 4.08 -3.56 -1.24
C 0.5707 -0.8334 -0.8515 -0.30 -3.04 0.06
N 1.2559 -2.0800 -0.6251 3.46 4.56 3.41
C 0.9665 0.1957 0.0910 2.13 -0.30 -7.66
N 1.1010 0.1487 1.4092 1.23 -3.62 6.45
C 0.1754 1.0317 0.8009 -9.40 -5.51 4.41
C -1.4368 0.8879 1.0266 0.55 2.65 1.66
N -2.0336 1.3949 -0.2319 4.91 0.01 -4.03
H 2.2614 -1.9633 -0.1280 -3.29 -0.96 -1.87
H 0.9958 -2.8422 -1.1596 -0.06 -1.83 -1.05
H 1.6279 0.9434 -0.3249 1.34 -0.83 -1.12
H 0.6563 -0.7992 1.7361 0.65 2.66 -0.35
H 0.3682 1.9368 0.7068 1.88 8.25 0.09
H -1.8962 -0.1622 1.2880 1.19 2.00 -0.56
H -1.7803 1.7333 1.8655 1.09 -2.63 -1.58
H -1.3874 0.7083 -0.8262 -2.95 0.93 0.20
H -1.2832 2.2472 -0.7741 -2.87 -2.22 2.84
```
Forces are in eV/Å.

Kohn-Sham gap ... 9.753 eV
Charge ... 0
SMILES ... [H]/N=C(\N)[C@@H]1N[C@@H]1CN

Results of the natural (NBO) charge analysis, in e, for atoms 1 through 2: number 1, H, carries 0.319; number 2, N, carries -0.639

No. 2
Formula: C22H22KN3OS2
Source: the Open Molecules 2025 dataset
Level of theory: ωB97M-V with the def2-TZVPD basis set

```
51
Properties=species:S:1:pos:R:3:forces:R:3
K -0.3558 0.0875 0.1917 -0.63 -1.29 0.77
C 2.6516 1.6095 -0.1397 0.03 -0.11 0.03
C 1.8196 1.0952 -1.2788 0.12 -0.05 -0.48
N 1.6442 -0.1686 -1.3850 0.70 -0.34 0.39
N 0.9568 -0.5513 -2.5034 0.23 1.09 -0.68
C 0.3008 -1.6417 -2.5760 -0.06 0.05 -0.49
S -0.0270 -2.9164 -1.5373 -0.07 -0.50 0.76
S -0.4509 -1.8625 -4.2128 -0.23 0.08 -0.12
C -0.3935 -0.1772 -4.9563 -0.20 -0.61 0.46
C 0.5464 -0.1211 -6.1005 0.05 0.11 -0.32
C 0.0940 -0.2812 -7.4075 0.04 0.03 0.16
C 0.9699 -0.2124 -8.4752 0.03 0.04 -0.25
C 2.3162 0.0201 -8.2550 0.13 -0.04 -0.18
C 2.7814 0.1580 -6.9560 0.12 0.07 -0.03
C 1.9060 0.0887 -5.8899 0.03 0.02 0.06
C 1.2300 2.0799 -2.2144 -0.28 -0.14 -0.17
C 2.0250 2.6927 -3.1596 0.13 0.07 0.02
C 1.5003 3.5540 -4.1131 0.32 0.17 -0.26
C 0.1360 3.8038 -4.0931 -0.05 0.14 -0.16
C -0.6762 3.2156 -3.1517 -0.33 -0.02 0.07
C -0.1883 2.3062 -2.1688 0.26 0.49 -0.35
O -0.9414 1.7547 -1.3112 -0.42 0.57 -0.36
H 3.6667 1.2159 -0.2124 0.05 0.00 0.09
H 2.2314 1.2832 0.8121 0.06 0.02 0.18
H 2.6798 2.6970 -0.1678 0.03 0.00 0.08
H -0.0767 0.4663 -4.1350 -0.07 0.07 -0.09
H -1.4144 0.0508 -5.2620 0.04 0.11 -0.01
H -0.9569 -0.4570 -7.5854 -0.16 0.00 0.01
H 0.6006 -0.3232 -9.4881 -0.02 -0.02 -0.02
H 3.0008 0.0939 -9.0919 0.01 -0.02 -0.01
H 3.8348 0.3399 -6.7816 0.02 0.00 0.05
H 2.2575 0.2056 -4.8762 0.01 0.01 0.17
H 3.0880 2.4688 -3.1663 0.05 0.00 -0.01
H 2.1414 4.0020 -4.8636 -0.01 0.00 0.00
H -0.2998 4.4706 -4.8352 0.02 -0.04 0.05
H -1.7427 3.4164 -3.1495 -0.02 -0.04 0.03
C -0.6115 2.5263 3.0758 0.10 -0.16 0.00
C -0.2876 1.1607 3.5952 -0.04 0.18 0.09
C -0.1483 0.7628 4.9120 -0.11 0.46 0.36
C 0.1882 -0.6020 4.8700 0.11 -0.46 0.25
C 0.2316 -0.9435 3.5292 0.05 -0.14 0.17
C 0.5748 -2.2705 2.9326 -0.03 0.15 0.00
N -0.0594 0.1264 2.7492 0.08 0.07 0.12
H -0.8516 3.1940 3.9042 -0.04 0.09 -0.01
H -1.4600 2.4945 2.3906 -0.08 0.11 -0.07
H 0.2362 2.9478 2.5276 -0.02 0.11 -0.05
H -0.2739 1.3739 5.7977 -0.02 0.06 -0.03
H 0.3718 -1.2520 5.7161 0.02 -0.07 -0.02
H 0.7157 -3.0102 3.7214 0.01 -0.09 0.01
H 1.4949 -2.2089 2.3491 0.06 -0.11 -0.10
H -0.2120 -2.6197 2.2622 0.00 -0.13 -0.08
```
Forces are in eV/Å.

Kohn-Sham gap ... 5.717 eV
Charge ... -2

Results of the Mulliken charge analysis, in e, for atoms 1 through 2: number 1, K, carries 0.978; number 2, C, carries -1.159

No. 3
Formula: C4H4NaO6
Source: the Open Molecules 2025 dataset
Level of theory: ωB97M-V with the def2-TZVPD basis set

```
15
Properties=species:S:1:pos:R:3:forces:R:3
O 1.2403 0.6467 0.7213 -0.04 -0.13 0.55
C 1.9047 -0.0687 -0.0732 0.61 1.21 -0.59
O 2.8416 0.2830 -0.7948 -0.18 -0.32 0.25
Na -0.6035 1.6287 0.9742 0.04 -0.39 -0.32
O -1.5410 -0.4616 0.5719 -1.62 0.74 -0.05
O -1.3988 -1.0316 -1.4840 -0.71 -0.66 0.67
C -1.7140 -0.0606 -0.6783 4.03 0.25 1.27
O -1.6291 1.1516 -0.9629 -1.83 0.48 -0.48
O 1.5575 -1.3940 -0.2011 -0.14 -1.13 0.05
C 0.5582 -1.9728 0.6200 -0.23 1.44 0.22
C -0.7939 -2.0845 -0.0675 -0.09 -2.65 -0.83
H 0.8998 -2.9877 0.8676 -0.20 -0.01 -0.25
H 0.4641 -1.4031 1.5520 0.08 -0.06 -0.19
H -1.4921 -2.6565 0.5614 -0.07 0.85 0.24
H -0.6746 -2.8385 -0.8575 0.34 0.38 -0.56
```
Forces are in eV/Å.

Kohn-Sham gap ... 6.837 eV
Charge ... -1

Results of the natural (NBO) charge analysis, in e, for atoms 1 through 2: number 1, O, carries -0.912; number 2, C, carries 0.973

No. 4
Formula: C2H3O2
Source: the Open Molecules 2025 dataset
Level of theory: ωB97M-V with the def2-TZVPD basis set

```
7
Properties=species:S:1:pos:R:3:forces:R:3
C -0.6797 -0.3234 -0.3167 2.40 3.26 1.49
C 0.4708 0.5790 0.1931 -3.53 2.19 1.31
O 0.8210 -0.7700 0.2760 -0.80 -3.94 2.46
O 1.7044 0.2061 -0.2861 -1.23 1.25 -1.73
H -0.9609 -0.5685 -1.2672 0.56 -0.95 -2.89
H -1.5517 -0.4454 0.3434 1.07 -0.28 0.78
H 0.1961 1.3223 1.0575 1.53 -1.52 -1.42
```
Forces are in eV/Å.

Kohn-Sham gap ... 11.881 eV
Charge ... +1

Results of the natural (NBO) charge analysis, in e, for atoms 1 through 2: number 1, C, carries 0.003; number 2, C, carries 0.325

Relative energy (zero: lowest compared OMol25 entry of this formula, charge and spin) for the records above, in order: 166.75 5.31 74.84 136.25 kcal/mol